1.
{"formula": "C4H4IN", "method": "wB97M-V/def2-TZVPD", "elements": ["C", "C", "C", "C", "N", "I", "H", "H", "H", "H"], "coordinates": [[-1.0005, -1.5626, 0.1688], [0.4562, 0.4218, -0.3488], [1.6286, 1.0261, -0.1537], [-0.8386, -0.2426, 0.4910], [-1.1349, -2.6663, -0.1748], [-2.6262, 0.8757, -0.0375], [-0.7301, -0.2136, 1.6482], [-0.0665, 0.3665, -1.2899], [2.0817, 0.9940, 0.7991], [2.2304, 1.0010, -1.1023]], "smiles": "C=C[C@@H](I)C#N", "homo_energy_ha": -0.3698, "lumo_energy_ev": -0.50, "relative_energy_kj_mol": 204.0, "charge": 0}


2.
{"formula": "C3H11N2S", "method": "wB97M-V/def2-TZVPD", "elements": ["C", "C", "S", "H", "H", "H", "H", "H", "H", "N", "C", "N", "H", "H", "H", "H", "H"], "coordinates": [[1.5281, 3.0576, -0.5138], [2.1123, 1.8590, 0.2206], [1.2808, 0.2223, -0.1534], [0.4634, 3.0472, -0.2968], [1.7205, 2.8713, -1.5692], [1.9828, 3.9961, -0.2010], [3.1910, 1.7414, 0.1113], [1.9426, 1.9442, 1.2939], [2.1858, -0.0509, -1.1125], [-1.0584, -1.8313, -0.0847], [-1.9007, -2.4049, 0.7241], [-3.0203, -2.9661, 0.3191], [-1.2157, -1.7968, -1.0809], [-0.3209, -1.2142, 0.2526], [-1.8148, -2.3984, 1.8018], [-3.7741, -3.2153, 0.9381], [-3.3026, -2.8611, -0.6493]], "homo_energy_ha": -0.4656, "lumo_energy_ev": -3.63, "relative_energy_kj_mol": 46.2, "charge": 1}


3.
{"formula": "C5H12", "method": "wB97M-V/def2-TZVPD", "elements": ["C", "C", "H", "H", "H", "H", "H", "H", "C", "C", "C", "H", "H", "H", "H", "H", "H"], "coordinates": [[1.0583, -2.6017, 1.0915], [1.5050, -1.0951, 1.2696], [1.1164, -3.2842, 1.9915], [1.5883, -2.9336, 0.2615], [-0.0814, -2.5989, 0.9995], [2.5679, -1.0319, 1.6174], [1.1517, -0.6074, 0.3211], [0.7829, -0.6405, 2.0727], [-0.0686, 2.0598, -0.9280], [-1.2047, 1.3401, -1.5780], [-2.3004, 1.1438, -0.9165], [0.2834, 2.9750, -1.5184], [-0.2568, 2.4646, 0.0256], [0.7482, 1.2960, -0.9419], [-1.2723, 1.3700, -2.7001], [-3.2386, 1.0234, -1.2751], [-2.3793, 1.1206, 0.2078]], "s2": 0.75, "homo_energy_ha": [0.0560, -0.2200], "lumo_energy_ev": [4.20, 4.33], "relative_energy_kj_mol": 175.6, "spin_multiplicity": 2, "charge": -1}


4.
{"formula": "C17H21F3N4O9", "method": "wB97M-V/def2-TZVPD", "elements": ["C", "C", "O", "C", "O", "O", "F", "H", "H", "H", "C", "C", "O", "C", "O", "O", "F", "H", "H", "H", "C", "C", "O", "C", "O", "O", "F", "H", "H", "H", "C", "C", "N", "H", "H", "H", "C", "C", "N", "H", "H", "H", "C", "C", "N", "H", "H", "H", "C", "C", "N", "H", "H", "H"], "coordinates": [[0.5867, -4.4250, -0.9118], [1.5826, -4.2005, 0.2073], [2.4667, -5.2661, 0.0553], [1.7812, -6.3038, -0.5017], [2.1189, -7.4319, -0.5111], [0.6375, -5.8416, -1.0779], [0.9412, -4.3467, 1.4157], [0.8678, -3.9659, -1.8627], [-0.4189, -4.0903, -0.6628], [2.0955, -3.2444, 0.2241], [1.0380, 2.9533, 4.4591], [1.5522, 2.5835, 3.0737], [2.9069, 2.3578, 3.2769], [3.2918, 2.8822, 4.4837], [4.3930, 2.8547, 4.8983], [2.2247, 3.4188, 5.1137], [1.3715, 3.6323, 2.2054], [0.6395, 2.1050, 5.0145], [0.3071, 3.7563, 4.4462], [1.1048, 1.7011, 2.6243], [-0.3488, 3.9391, -0.5572], [0.1886, 5.2758, -0.0592], [-0.8018, 6.1921, -0.4252], [-1.6749, 5.6205, -1.3066], [-2.5023, 6.2089, -1.9135], [-1.4771, 4.2858, -1.3458], [1.3504, 5.6073, -0.7069], [-0.6875, 3.3272, 0.2779], [0.4291, 3.4033, -1.0954], [0.3743, 5.3434, 1.0061], [-2.6074, -1.4434, -4.9883], [-4.0381, -1.5531, -5.2366], [-5.1670, -1.6188, -5.4381], [-2.1242, -0.8938, -5.7938], [-2.1369, -2.4254, -4.9431], [-2.4386, -0.9447, -4.0362], [3.6947, -0.4719, 1.3978], [4.6664, -0.8027, 0.3551], [5.4204, -1.0864, -0.4625], [4.1357, -0.6300, 2.3786], [2.8102, -1.0798, 1.2307], [3.4429, 0.5818, 1.3069], [-5.0261, -2.2390, -0.3960], [-3.8358, -2.5957, 0.3676], [-2.9118, -2.8801, 0.9858], [-4.8783, -1.3187, -0.9575], [-5.8844, -2.1705, 0.2658], [-5.2113, -3.0185, -1.1384], [-1.0604, -0.5548, -0.9763], [-0.0103, 0.2405, -0.3673], [0.8214, 0.8868, 0.0876], [-1.0199, -0.4308, -2.0601], [-2.0703, -0.2765, -0.6855], [-0.9097, -1.6068, -0.7406]], "smiles": "O=C1OC[C@@H](F)O1.O=C1OC[C@@H](F)O1.O=C1OC[C@@H](F)O1.CC#N.CC#N.CC#N.CC#N", "homo_energy_ha": -0.4293, "lumo_energy_ev": -0.56, "relative_energy_kj_mol": 0.0, "charge": 0}


5.
{"formula": "C17H31AsFeN2PS5", "method": "wB97M-V/def2-TZVPD", "elements": ["Fe", "S", "As", "S", "S", "S", "C", "N", "C", "S", "N", "C", "H", "H", "H", "H", "H", "H", "H", "H", "C", "C", "C", "C", "P", "C", "C", "C", "C", "C", "C", "C", "C", "C", "C", "H", "H", "H", "H", "H", "H", "H", "H", "H", "H", "H", "H", "H", "H", "H", "H", "H", "H", "H", "H", "H", "H", "H"], "coordinates": [[-0.3981, 0.4797, 0.9401], [3.2279, -0.4198, 3.0933], [1.3035, -1.0795, 2.5408], [1.0730, -1.0872, 0.2912], [-0.2269, 0.4801, 3.1938], [0.7202, -2.9859, 3.2885], [-2.0347, -4.3443, 1.6222], [-2.2214, -3.0457, 0.9663], [-2.4806, -1.8689, 1.5062], [-2.5856, -0.4811, 0.4328], [-2.7102, -1.7053, 2.7978], [-2.4087, -2.6100, 3.9233], [-1.8513, -5.0757, 0.8388], [-2.9296, -4.6512, 2.1622], [-1.1712, -4.3166, 2.2834], [-1.9079, -2.9555, 0.0186], [-2.6980, -0.7318, 3.0256], [-3.0270, -3.5071, 3.9049], [-2.6389, -2.0622, 4.8368], [-1.3497, -2.8678, 3.9254], [0.3738, 5.3831, 0.0063], [-0.2411, 4.1639, 0.6892], [-1.7538, 4.3674, 0.9143], [0.4349, 4.0086, 2.0615], [0.0100, 2.5418, -0.2462], [1.8190, 2.6071, -0.5689], [2.4574, 3.1478, -1.6884], [3.8429, 3.1030, -1.8137], [4.6192, 2.5228, -0.8131], [4.0019, 1.9950, 0.3136], [2.6172, 2.0330, 0.4277], [-0.8654, 2.6559, -1.9247], [-0.8069, 3.9825, -2.6927], [-0.2614, 1.5085, -2.7716], [-2.3541, 2.3231, -1.7375], [0.2625, 6.2440, 0.6781], [-0.1064, 5.6371, -0.9375], [1.4402, 5.2401, -0.1772], [-1.9079, 5.1083, 1.7108], [-2.2512, 3.4428, 1.2240], [-2.2544, 4.7365, 0.0108], [0.2257, 4.9158, 2.6481], [1.5186, 3.9071, 1.9709], [0.0726, 3.1487, 2.6185], [1.8911, 3.6097, -2.4850], [4.3125, 3.5205, -2.6999], [5.6996, 2.4806, -0.9165], [4.5698, 1.5263, 1.1073], [2.1793, 1.5907, 1.3109], [0.1905, 4.4044, -2.8042], [-1.4382, 4.7402, -2.2203], [-1.2075, 3.8069, -3.7016], [0.7657, 1.7050, -3.0809], [-0.8780, 1.3715, -3.6734], [-0.2599, 0.5632, -2.2243], [-2.8975, 3.1165, -1.2200], [-2.5037, 1.4029, -1.1882], [-2.8071, 2.1919, -2.7301]], "s2": 6.03, "homo_energy_ha": [-0.1502, -0.1505], "lumo_energy_ev": [2.47, 2.47], "relative_energy_kj_mol": 47.4, "spin_multiplicity": 5, "charge": -1}


6.
{"formula": "H8O4", "method": "wB97M-V/def2-TZVPD", "elements": ["O", "H", "H", "O", "H", "H", "O", "H", "H", "O", "H", "H"], "coordinates": [[0.5797, -0.0237, -0.3817], [0.4867, -0.6007, 0.3763], [1.1571, 0.6776, -0.0800], [-0.8940, 1.2203, 0.8056], [-1.7331, 1.3555, 0.3654], [-0.2641, 1.1110, 0.0932], [-0.7720, 0.2644, -2.0406], [-1.2484, -0.5204, -1.7698], [-0.0372, 0.3218, -1.4299], [0.6044, -1.1391, 1.1457], [1.0966, -1.9505, 1.0211], [1.0243, -0.7163, 1.8948]], "homo_energy_ha": -0.3489, "lumo_energy_ev": -0.17, "relative_energy_kj_mol": 618.1, "charge": 0}


7.
{"formula": "C7H41NO12", "method": "wB97M-V/def2-TZVPD", "elements": ["C", "C", "C", "C", "C", "N", "C", "C", "H", "H", "H", "H", "H", "H", "H", "H", "H", "H", "H", "H", "H", "H", "H", "H", "H", "H", "H", "O", "H", "H", "O", "H", "H", "O", "H", "H", "O", "H", "H", "O", "H", "H", "O", "H", "H", "O", "H", "H", "O", "H", "H", "O", "H", "H", "O", "H", "H", "O", "H", "H", "O"], "coordinates": [[-0.0405, -3.3821, -1.1303], [0.4766, -2.9714, 0.2407], [1.8299, -2.2708, 0.2204], [0.4837, -4.0821, 1.2834], [-1.5416, -3.2097, -1.3049], [-2.1549, -1.8506, -1.3559], [-1.2640, -0.8560, -1.9206], [-2.6779, -1.4640, -0.0331], [0.1218, -4.4420, -1.3447], [0.4215, -2.8882, -1.9832], [-0.2672, -2.2618, 0.6092], [2.2046, -2.1997, 1.2360], [2.5763, -2.8194, -0.3485], [1.7966, -1.2491, -0.1550], [1.3605, -4.6997, 1.1666], [-0.4528, -4.6485, 1.2581], [0.4761, -3.7133, 2.3126], [-2.0135, -3.7910, -0.5200], [-1.9950, -3.6445, -2.1993], [-1.6989, 0.1244, -1.9729], [-0.3266, -0.8208, -1.3296], [-0.8427, -1.1185, -2.8907], [-2.4948, -0.4028, 0.1314], [-2.3361, -1.9933, 0.8531], [-3.7621, -1.6217, -0.0583], [1.6118, 1.9178, -1.9045], [1.6549, 0.9306, -2.9976], [1.3170, 1.8369, -2.8307], [-4.0849, 0.1017, -2.0948], [-3.0757, 1.1782, -2.5527], [-3.9306, 1.0474, -2.0720], [0.7372, 2.6868, 0.3191], [0.1048, 1.2701, 0.4820], [0.6513, 1.8307, -0.1248], [-3.6044, 2.7846, -0.4687], [-2.4898, 1.8268, 0.1569], [-2.9216, 2.7004, 0.1864], [-1.4574, 2.8825, -2.4615], [-0.6313, 1.7692, -3.0104], [-1.5474, 2.0862, -2.9841], [-0.0887, -0.7519, 1.1576], [-0.1306, -0.1405, 2.4859], [-0.3878, 0.0603, 1.5679], [2.2097, 3.2236, 2.0167], [1.4310, 3.4070, 3.3248], [2.3027, 3.1660, 2.9765], [3.8563, 1.3483, -0.4987], [2.3896, 1.5822, 0.0756], [3.3264, 1.7529, 0.2016], [1.8832, -0.7640, -2.0154], [2.5142, -1.3539, -3.1580], [2.5618, -0.5688, -2.6841], [0.8329, -1.3858, 4.6053], [1.3546, -0.1647, 3.9121], [0.5055, -0.5739, 4.2152], [-1.3229, 3.5856, 1.4092], [-0.8279, 2.2704, 2.2244], [-0.6064, 3.1238, 1.8863], [2.9068, 1.4518, 3.1366], [3.0353, 0.5239, 1.9459], [2.6783, 0.5408, 2.8515]], "homo_energy_ha": -0.3211, "lumo_energy_ev": 0.16, "relative_energy_kj_mol": 281.6, "charge": 0}


8.
{"formula": "C4H9NS", "method": "wB97M-V/def2-TZVPD", "elements": ["C", "C", "C", "C", "H", "H", "H", "H", "H", "H", "H", "H", "H", "N", "S"], "coordinates": [[0.8660, 2.1228, 1.1915], [0.4058, 1.6936, -0.2028], [-0.0079, -0.7607, -0.3208], [0.7010, -1.9404, -0.9796], [0.5004, 3.1475, 1.4841], [1.9840, 2.1077, 1.1412], [0.5627, 1.3490, 1.9668], [0.8965, 2.2111, -0.9696], [-0.6739, 1.8048, -0.2579], [1.6563, 0.1948, -0.8462], [0.8888, -1.7192, -2.0153], [0.0534, -2.8137, -0.8886], [1.6108, -2.1237, -0.4189], [0.7255, 0.3155, -0.4154], [-1.5217, -0.8161, 0.3489]], "smiles": "CCNC(C)=S", "homo_energy_ha": -0.2991, "lumo_energy_ev": 0.75, "relative_energy_kj_mol": 27.3, "charge": 0}


9.
{"formula": "C22H28BrF8N2O12S2Si", "method": "wB97M-V/def2-TZVPD", "elements": ["C", "Si", "C", "C", "C", "C", "N", "N", "C", "S", "C", "C", "S", "O", "O", "C", "F", "F", "C", "F", "F", "F", "C", "C", "C", "O", "Br", "H", "H", "H", "H", "H", "H", "H", "H", "H", "H", "H", "H", "H", "H", "H", "H", "H", "H", "H", "C", "C", "O", "C", "O", "O", "F", "H", "H", "H", "C", "C", "O", "C", "O", "O", "F", "H", "H", "H", "C", "C", "O", "C", "O", "O", "F", "H", "H", "H"], "coordinates": [[2.2166, -0.6703, 0.0901], [0.6385, -0.0044, -0.7902], [0.9195, -0.2543, -2.7184], [0.4150, 1.9323, -0.5777], [-0.9897, -0.9510, -0.3643], [-1.0306, -2.4917, -1.0139], [-1.4829, -3.5402, -0.0237], [-1.7349, -4.7586, -0.6939], [-0.7836, -5.7002, -0.3251], [0.6215, -6.5588, 0.1169], [-2.7715, -3.2016, 0.7153], [-2.7978, -1.7156, 1.4034], [-4.1888, -0.5927, 0.8692], [-3.7485, 0.8295, 0.4009], [-5.1085, -0.3389, 2.1275], [-5.3196, -1.2637, -0.4610], [-4.5985, -1.7468, -1.6935], [-6.1459, -0.0943, -0.9421], [-6.4287, -2.3686, 0.0895], [-6.6293, -3.4385, -0.9511], [-7.7028, -1.6097, 0.3386], [-6.0089, -3.0736, 1.3221], [-1.2849, -1.0678, 1.2733], [-1.0615, 0.3347, 2.0857], [-1.8256, 0.4478, 3.5293], [-2.9544, 1.1582, 3.6624], [-1.1441, -0.4854, 5.2065], [2.4990, -1.6973, -0.3983], [2.1511, -0.6856, 1.2601], [3.1012, 0.0788, -0.1926], [1.9343, -0.7944, -2.9396], [-0.0236, -0.8496, -3.1362], [0.8632, 0.8093, -3.2563], [0.6306, 2.2857, 0.5203], [-0.7460, 2.1297, -0.7595], [0.9742, 2.5501, -1.4052], [-1.8617, -0.3724, -0.9365], [0.1037, -2.7399, -1.2786], [-1.6063, -2.5056, -2.0385], [-0.7384, -3.7870, 0.6959], [-2.8563, -4.0176, 1.5832], [-3.6479, -3.4354, -0.0214], [-2.9537, -1.9077, 2.5722], [-0.5224, -1.8501, 1.7552], [0.1039, 0.4492, 2.3196], [-1.3924, 1.2686, 1.4403], [6.4937, -1.7442, -3.7762], [5.3949, -2.7106, -3.4926], [4.5834, -2.0245, -2.5666], [4.7506, -0.7041, -2.8588], [4.0129, 0.1831, -2.4632], [5.8423, -0.4955, -3.6563], [5.8745, -3.8245, -2.8952], [7.3069, -1.8010, -3.0449], [6.9129, -1.8732, -4.7777], [4.8005, -2.9848, -4.3708], [-1.8346, 3.0130, 5.9477], [-1.9668, 4.3030, 6.6826], [-0.7061, 4.4662, 7.2915], [0.1716, 3.8313, 6.4650], [1.3812, 3.9836, 6.5042], [-0.4696, 3.0079, 5.5805], [-2.9009, 4.2102, 7.6556], [-2.0438, 2.1426, 6.5787], [-2.4782, 2.9692, 5.0650], [-2.1804, 5.1649, 6.0415], [3.2318, 4.0936, -2.9351], [3.6662, 4.3635, -4.3352], [3.5214, 3.1143, -4.9718], [2.5104, 2.4911, -4.3038], [1.9117, 1.5151, -4.7244], [2.2432, 3.0982, -3.1073], [4.9714, 4.7136, -4.3762], [4.0394, 3.6986, -2.3097], [2.8148, 4.9806, -2.4507], [3.0621, 5.1143, -4.8557]], "homo_energy_ha": -0.4575, "lumo_energy_ev": -5.72, "charge": 1}


10.
{"formula": "C7H11ClO", "method": "wB97M-V/def2-TZVPD", "elements": ["C", "C", "C", "C", "C", "C", "C", "O", "Cl", "H", "H", "H", "H", "H", "H", "H", "H", "H", "H", "H"], "coordinates": [[-1.0514, 0.3946, -1.3635], [-0.1628, 1.4715, -0.8256], [-1.1366, -0.5239, -0.1519], [0.3848, 0.4876, 0.3624], [-0.9330, -1.9968, -0.6042], [0.4069, 1.0700, 1.8214], [1.6924, -0.2095, -0.0036], [-1.4711, 0.0886, -2.4750], [-2.2643, -0.2675, 1.0336], [0.5102, 1.7889, -1.5425], [-0.7530, 2.2160, -0.4050], [-0.4332, -2.4065, 0.3529], [-0.2838, -2.0191, -1.4914], [-1.7766, -2.5630, -0.7829], [0.8590, 0.2878, 2.4376], [-0.6290, 1.3000, 2.0548], [1.0203, 1.9639, 1.8956], [2.0895, 0.2260, -0.9265], [1.5677, -1.2554, -0.1710], [2.3640, -0.0533, 0.7849]], "smiles": "CC1(C)CC(=O)[C@]1(C)Cl", "homo_energy_ha": -0.3371, "lumo_energy_ev": 0.73, "relative_energy_kj_mol": 42.4, "charge": 0}


11.
{"formula": "C11H12N2O", "method": "wB97M-V/def2-TZVPD", "elements": ["C", "C", "C", "C", "C", "C", "C", "C", "C", "C", "C", "N", "N", "O", "H", "H", "H", "H", "H", "H", "H", "H", "H", "H", "H", "H"], "coordinates": [[-3.4964, -1.1066, -0.2770], [-3.9275, 0.2148, -0.3148], [-2.1685, -1.4581, -0.0815], [-2.9116, 1.1585, -0.1952], [-1.2019, -0.4858, 0.1312], [-1.6083, 0.8196, 0.1224], [0.4716, 1.7392, 0.7994], [0.2173, -0.9596, 0.2684], [2.4741, -0.3530, 0.9980], [3.5473, -0.2301, 0.1701], [3.4456, 0.3113, -1.1994], [-0.7032, 1.8656, 0.3743], [1.2406, -0.1534, 0.5535], [0.3776, -2.2442, 0.3364], [-4.2880, -1.9037, -0.4817], [-4.8657, 0.5474, -0.5768], [-1.8918, -2.4984, -0.2767], [-3.2681, 2.1563, -0.1486], [1.0849, 2.4221, 1.2333], [1.3763, -2.6354, 0.4145], [2.6072, -0.8094, 2.0883], [4.5261, -0.4672, 0.4813], [4.3816, 0.4032, -1.7506], [2.9277, 1.2652, -1.0711], [2.8290, -0.2886, -1.8638], [-1.1758, 2.6902, 0.2662]], "homo_energy_ha": [-0.6397, -0.6397], "lumo_energy_ev": [-9.56, -9.56], "relative_energy_kj_mol": 138.8, "charge": 2}